Below is a structure of composition C4H11N2O2 in a non-equilibrium geometry, with properties calculated with wB97M-V/def2-TZVPD.

Output
Molecular weight ... 119.14 g mol⁻¹
Kohn-Sham gap ... 10.1 eV
Relative energy (zero: lowest compared OMol25 entry of this formula, charge and spin) ... 3.3056 eV

```
! wB97M-V def2-TZVPD RIJCOSX def2/J DEFGRID3
* xyz 1 1
C 1.513 1.222 -0.775
C -2.124 0.309 -0.001
C 0.788 0.209 -0.402
C 2.472 -0.771 1.069
N -0.549 -0.142 -0.944
N -1.905 -0.235 1.162
O -3.071 -0.298 -0.732
O 1.127 -0.732 0.562
H 2.381 1.269 -0.201
H 1.073 1.944 -1.502
H -1.969 1.398 -0.118
H 2.843 0.287 1.035
H 3.151 -1.340 0.324
H 2.479 -1.345 1.946
H -0.641 0.263 -1.955
H -0.673 -1.126 -1.216
H -1.952 -1.194 1.214
H -1.556 0.156 2.016
H -3.387 0.125 -1.480
*
```



Below is an isolated molecule of C4H11N2O2PS in a non-equilibrium geometry, with properties calculated with wB97M-V/def2-TZVPD.

Output
Molecular weight ... 182.19 g mol⁻¹
Kohn-Sham gap ... 9.4 eV
Relative energy (zero: lowest compared OMol25 entry of this formula, charge and spin) ... 4.0670 eV

```
! wB97M-V def2-TZVPD RIJCOSX def2/J DEFGRID3
* xyz 0 1
C -0.431 0.487 0.849
C -0.178 -0.775 0.004
C -0.777 -1.969 0.941
C 1.313 -1.013 -0.155
N -0.947 -0.634 -1.178
N -0.286 1.712 0.097
O -2.525 1.974 -1.141
O -0.335 2.004 -2.366
P 1.125 2.658 0.028
S -1.207 1.499 -1.304
H -1.486 0.523 1.271
H 0.167 0.406 1.869
H 0.166 -2.100 1.633
H -0.964 -2.770 0.275
H -1.652 -1.645 1.477
H 1.551 -2.006 -0.395
H 1.928 -0.724 0.707
H 1.398 -0.504 -1.107
H -0.469 -0.926 -2.087
H 2.023 1.677 -0.587
H 1.586 2.126 1.170
*
```



Below is a cluster of 2 separate species, C4H11N2O3P in total in a non-equilibrium geometry, with properties calculated with wB97M-V/def2-TZVPD.

Output
Molecular weight ... 166.12 g mol⁻¹
Kohn-Sham gap (spin up / spin down) ... 6.9 / 7.2 eV
Relative energy (zero: lowest compared OMol25 entry of this formula, charge and spin) ... 6.2949 eV

```
! wB97M-V def2-TZVPD RIJCOSX def2/J DEFGRID3
* xyz 0 1
C 1.567 1.745 -1.077
C 0.327 -1.108 1.178
C 0.594 0.285 0.699
C -0.781 -1.858 0.390
N -3.373 1.109 0.633
N 1.191 0.401 -0.595
O -3.763 -1.017 -0.727
O -2.984 1.689 1.619
O -2.045 0.629 -1.513
P -2.509 -0.046 -0.292
H 0.726 2.227 -1.392
H 2.222 2.190 -0.345
H 2.306 1.650 -1.855
H 1.181 -1.717 1.145
H -0.047 -1.186 2.194
H 1.396 0.831 1.449
H -0.307 0.807 0.649
H -0.493 -2.259 -0.546
H -1.086 -2.694 1.057
H 0.723 -0.122 -1.267
H -4.058 -0.925 -1.591
*
```



Below is the ion C4H11N2OSi with charge +1 in a non-equilibrium geometry, with properties calculated with wB97M-V/def2-TZVPD.

Output
Molecular weight ... 131.23 g mol⁻¹
Expectation value of S² ... 2.03
Kohn-Sham gap (spin up / spin down) ... 6.1 / 6.5 eV
Relative energy (zero: lowest compared OMol25 entry of this formula, charge and spin) ... 0.0000 eV

```
! wB97M-V def2-TZVPD RIJCOSX def2/J DEFGRID3
* xyz 1 3
C -1.864 -0.051 0.009
C -3.238 -0.685 -0.400
C 1.620 1.956 0.776
C 3.154 -1.097 -0.368
N -0.880 -0.785 -0.551
N -1.620 0.999 0.691
O 0.407 -0.626 -0.146
Si 1.764 0.157 0.100
H -3.307 -0.455 -1.467
H -4.015 -0.087 0.043
H -3.399 -1.725 -0.194
H 1.931 2.707 0.043
H 0.534 2.207 0.848
H 2.169 2.335 1.716
H 2.791 -2.154 -0.230
H 3.498 -1.201 -1.414
H 4.135 -1.033 0.274
H -1.084 -1.748 -0.700
H -2.597 1.286 0.970
*
```



Below is an isolated molecule of C4H11N2PS2 in a non-equilibrium geometry, with properties calculated with wB97M-V/def2-TZVPD.

Output
Molecular weight ... 182.25 g mol⁻¹
Kohn-Sham gap (spin up / spin down) ... 6.7 / 7.1 eV
Relative energy (zero: lowest compared OMol25 entry of this formula, charge and spin) ... 3.5949 eV

```
! wB97M-V def2-TZVPD RIJCOSX def2/J DEFGRID3
* xyz 0 1
C -1.569 2.085 0.692
C -1.069 1.943 -0.833
C -0.478 -1.458 -0.162
C 1.884 -2.251 -0.378
N -1.671 0.994 1.471
N 0.911 -1.228 -0.185
P 1.420 0.325 0.375
S 3.397 0.546 0.436
S 0.710 1.845 -1.099
H -0.817 2.809 0.984
H -2.666 2.343 0.688
H -1.446 0.993 -1.196
H -1.254 2.798 -1.299
H -0.589 -2.403 0.402
H -1.158 -0.542 0.263
H -0.892 -1.858 -1.219
H 1.386 -3.091 -0.602
H 2.661 -2.143 -1.180
H 2.431 -2.567 0.516
H -1.193 0.861 2.325
*
```



Below is an isolated molecule of C4H11N2PS2 in a non-equilibrium geometry, with properties calculated with wB97M-V/def2-TZVPD.

Output
Molecular weight ... 182.25 g mol⁻¹
Kohn-Sham gap ... 8.6 eV
Relative energy (zero: lowest compared OMol25 entry of this formula, charge and spin) ... 3.8875 eV

```
! wB97M-V def2-TZVPD RIJCOSX def2/J DEFGRID3
* xyz 0 1
C 0.918 0.021 0.483
C -0.777 0.980 1.813
C -1.520 0.717 -1.402
C -1.787 -1.476 -0.463
N -0.353 0.139 0.705
N -1.466 -0.079 -0.088
P 3.643 -0.280 -0.081
S 1.692 -0.563 -0.991
S 4.389 1.405 -0.730
H 0.084 1.529 2.261
H -1.385 1.786 1.278
H -1.288 0.414 2.669
H -2.133 1.593 -1.304
H -0.590 0.990 -1.751
H -1.906 0.090 -2.110
H -1.893 -1.953 0.667
H -2.727 -1.484 -1.061
H -0.967 -2.058 -0.951
H 4.508 -1.335 -0.298
H 3.556 -0.436 1.355
*
```



Below is the ion C4H11N2S with charge -1 in a non-equilibrium geometry, with properties calculated with wB97M-V/def2-TZVPD.

Output
Molecular weight ... 119.21 g mol⁻¹
Kohn-Sham gap ... 5.7 eV
Relative energy (zero: lowest compared OMol25 entry of this formula, charge and spin) ... 0.8664 eV

```
! wB97M-V def2-TZVPD RIJCOSX def2/J DEFGRID3
* xyz -1 1
C -0.593 -0.358 0.117
N -0.155 -1.259 1.217
C -0.889 -2.546 1.105
N -0.721 -3.404 2.258
C 0.521 0.582 -0.353
C -0.034 1.602 -1.374
S 1.119 3.031 -1.589
H -1.441 0.233 0.460
H -0.860 -0.954 -0.764
H 0.789 -1.533 0.953
H -1.953 -2.350 0.968
H -0.567 -3.063 0.194
H 0.252 -3.431 2.553
H -1.119 -2.883 3.042
H 0.998 1.159 0.441
H 1.327 0.009 -0.827
H -0.937 2.025 -0.947
H -0.176 1.121 -2.336
*
```



Below is an isolated molecule of C4H11N2S in a non-equilibrium geometry, with properties calculated with wB97M-V/def2-TZVPD.

Output
Molecular weight ... 119.21 g mol⁻¹
Expectation value of S² ... 0.75
Kohn-Sham gap (spin up / spin down) ... 9.5 / 6.5 eV
Relative energy (zero: lowest compared OMol25 entry of this formula, charge and spin) ... 0.9086 eV

```
! wB97M-V def2-TZVPD RIJCOSX def2/J DEFGRID3
* xyz 0 2
C -0.414 1.047 0.678
N 0.737 1.739 0.165
C 2.115 1.350 0.472
N 2.592 1.796 1.752
C -1.218 0.178 -0.264
C -0.534 -1.122 -0.733
S -1.660 -2.474 -1.143
H -0.103 0.366 1.490
H -1.020 1.758 1.244
H 0.775 2.012 -0.801
H 2.746 1.744 -0.323
H 2.169 0.256 0.428
H 2.056 2.273 2.468
H 3.243 1.198 2.212
H -1.493 0.717 -1.183
H -2.196 -0.009 0.183
H 0.194 -0.988 -1.539
H 0.202 -1.322 0.068
*
```



Below is a cluster of 2 separate species, C4H11N2S in total in a non-equilibrium geometry, with properties calculated with wB97M-V/def2-TZVPD.

Output
Molecular weight ... 119.21 g mol⁻¹
Kohn-Sham gap ... 10.1 eV
Relative energy (zero: lowest compared OMol25 entry of this formula, charge and spin) ... 1.6356 eV

```
! wB97M-V def2-TZVPD RIJCOSX def2/J DEFGRID3
* xyz 1 1
C 0.427 0.364 -0.488
C -0.242 -0.537 2.567
C 2.036 0.396 -2.808
C -1.592 -0.774 2.020
N -0.557 0.727 -1.239
N -1.959 -0.490 0.841
S 1.987 0.324 -1.044
H 0.365 -1.488 2.399
H -0.274 -0.520 3.733
H 0.237 0.428 2.321
H 1.298 1.091 -3.288
H 2.035 -0.603 -3.397
H 2.961 0.857 -2.982
H -2.171 -1.162 2.856
H -0.518 1.076 -2.141
H -1.454 0.730 -0.714
H -2.989 -0.666 0.751
H 0.411 0.246 0.612
*
```



Below is a cluster of 2 separate species, C4H11N3 in total in a non-equilibrium geometry, with properties calculated with wB97M-V/def2-TZVPD.

Output
Molecular weight ... 101.15 g mol⁻¹
Kohn-Sham gap (spin up / spin down) ... 6.8 / 8.8 eV
Relative energy (zero: lowest compared OMol25 entry of this formula, charge and spin) ... 5.0147 eV

```
! wB97M-V def2-TZVPD RIJCOSX def2/J DEFGRID3
* xyz 0 1
C 0.929 0.710 -0.679
C -1.835 1.246 0.427
N 0.107 -0.702 1.307
N 0.849 -1.850 0.992
N 2.184 0.427 -1.124
C -0.219 0.110 -1.189
C -1.427 0.174 -0.531
H 0.091 -0.707 2.337
H 0.870 1.506 0.044
H 0.786 -1.991 -0.013
H 0.525 -2.699 1.455
H 2.963 0.724 -0.561
H 2.335 -0.440 -1.616
H -0.096 -0.629 -1.978
H -2.221 -0.472 -0.892
H -2.145 2.151 -0.114
H -2.678 0.923 1.039
H -1.019 1.519 1.098
*
```



Below is an isolated molecule of C4H11N3 in a non-equilibrium geometry, with properties calculated with wB97M-V/def2-TZVPD.

Output
Molecular weight ... 101.15 g mol⁻¹
Kohn-Sham gap ... 9.5 eV
Relative energy (zero: lowest compared OMol25 entry of this formula, charge and spin) ... 2.4432 eV

```
! wB97M-V def2-TZVPD RIJCOSX def2/J DEFGRID3
* xyz 0 1
C 0.690 0.510 1.988
C 1.648 -0.654 -1.368
N 1.020 -0.632 -0.256
H 1.525 -0.195 1.999
H 0.339 0.441 3.020
H 1.032 1.525 1.781
H 2.677 -1.035 -1.401
H 1.204 -0.330 -2.322
C -1.335 -1.133 -0.639
C -0.328 -0.059 -0.209
N -0.441 1.125 -1.020
N -0.623 0.285 1.149
H -0.008 1.901 -0.535
H -1.418 1.364 -1.142
H -1.196 1.120 1.195
H -1.181 -1.434 -1.681
H -1.241 -2.029 -0.016
H -2.364 -0.770 -0.540
*
```



Below is an isolated molecule of C4H11N3 in a non-equilibrium geometry, with properties calculated with wB97M-V/def2-TZVPD.

Output
Molecular weight ... 101.15 g mol⁻¹
Kohn-Sham gap ... 9.0 eV
Relative energy (zero: lowest compared OMol25 entry of this formula, charge and spin) ... 4.4974 eV

```
! wB97M-V def2-TZVPD RIJCOSX def2/J DEFGRID3
* xyz 0 1
C -0.726 -1.735 -0.036
C -0.551 -0.566 -0.567
C -0.793 -3.023 -0.814
C -0.018 2.704 0.652
N 1.802 1.051 0.328
N -0.499 0.549 0.317
N 0.489 1.535 -0.004
H -0.669 -1.865 1.021
H -0.226 -0.495 -1.603
H -0.575 -3.915 -0.246
H -1.703 -3.129 -1.385
H -0.061 -2.730 -1.627
H -1.010 2.873 0.362
H 0.001 2.648 1.684
H 0.557 3.486 0.248
H 2.299 1.577 1.002
H 2.180 0.824 -0.619
H -0.497 0.210 1.288
*
```



Below is an isolated molecule of C4H11N3 in a non-equilibrium geometry, with properties calculated with wB97M-V/def2-TZVPD.

Output
Molecular weight ... 101.15 g mol⁻¹
Kohn-Sham gap ... 9.3 eV
Relative energy (zero: lowest compared OMol25 entry of this formula, charge and spin) ... 1.7610 eV

```
! wB97M-V def2-TZVPD RIJCOSX def2/J DEFGRID3
* xyz 0 1
C 1.428 0.972 -0.121
C 0.057 1.590 0.043
C -1.062 0.557 0.042
N -0.411 -2.304 0.384
C -1.044 -1.788 -0.596
N -0.900 -0.489 -1.015
N 1.806 0.061 0.969
H 1.595 0.393 -1.009
H 2.250 1.694 -0.166
H -0.083 2.485 -0.571
H 0.078 2.063 1.034
H -1.069 0.052 0.997
H -1.983 1.096 -0.183
H -0.441 -3.311 0.254
H -1.774 -2.437 -1.093
H -1.551 -0.271 -1.752
H 1.352 -0.842 0.901
H 1.753 0.480 1.883
*
```